Entry 1:
ORCA calculation (the ωB97M-V functional and the def2-TZVPD basis) on a 2-piece molecular cluster, C7H14OSi overall.

Geometry as ORCA input:
```
! wB97M-V def2-TZVPD RIJCOSX def2/J DEFGRID3
* xyz 0 1
C -1.91781 -0.90844 2.70891
C -0.72993 -1.92221 -0.94761
C -2.21997 0.18903 1.92372
C -1.43088 -0.80928 -1.15862
C 2.21968 0.28068 -1.75368
C 2.36244 1.09010 -0.47707
C 1.74157 0.48352 0.62168
O -1.96013 2.01916 -0.42241
Si -1.63919 0.51823 0.11583
H -2.21446 -1.03039 3.73942
H -1.35163 -1.74617 2.16508
H -0.53138 -2.60464 -1.75677
H -0.49311 -2.43160 0.01764
H -2.66517 0.98380 2.42557
H -2.06076 -0.66651 -2.09870
H 1.31930 0.59525 -2.15733
H 3.15072 0.39988 -2.39346
H 2.28221 -0.83440 -1.54196
H 3.37034 1.22504 -0.16959
H 1.91508 2.08575 -0.65939
H 1.42755 1.06659 1.53223
H 2.18390 -0.44600 0.97953
H -2.75839 2.46262 -0.69303
*
```

Kohn-Sham gap (alpha / beta)	6.4 / 7.8	eV


Entry 2:
ORCA calculation (the ωB97M-V functional and the def2-TZVPD basis) on one molecule with the formula C7H14P2.

Geometry as ORCA input:
```
! wB97M-V def2-TZVPD RIJCOSX def2/J DEFGRID3
* xyz 0 1
C 0.22866 -2.13285 -0.97547
C -0.59406 -2.52725 0.23416
C -0.11613 -0.79185 -1.45389
C -0.24464 -1.62910 1.38112
C -0.35389 0.17621 -0.35813
C -0.33814 -0.18924 1.06199
C 0.43173 3.69563 -0.27987
P 1.15703 0.78947 0.66608
P 0.44192 2.73839 1.28988
H 1.25625 -2.06479 -0.70389
H 0.02347 -2.87572 -1.87136
H -1.69287 -2.25692 -0.04136
H -0.42198 -3.55813 0.59601
H 0.43857 -0.52465 -2.33992
H -1.08763 -0.74808 -1.80948
H -0.92595 -1.83188 2.26563
H 0.67947 -2.03806 1.73717
H -0.97794 0.91707 -0.91187
H -1.04764 0.39632 1.63962
H -0.70371 3.71606 -0.64659
H 1.12539 3.02023 -0.95859
H 0.93934 4.68549 -0.00388
H 1.78274 3.03365 1.48263
*
```

Kohn-Sham gap	9.3	eV


Entry 3:
ORCA calculation (the ωB97M-V functional and the def2-TZVPD basis) on one molecule with the formula C7H14S.

Geometry as ORCA input:
```
! wB97M-V def2-TZVPD RIJCOSX def2/J DEFGRID3
* xyz 0 1
C 2.59417 -1.55247 -0.19382
C 1.95947 -0.16521 -0.11331
C 0.52019 -0.16294 -0.60404
C -0.37864 0.82873 -0.40140
C -0.09052 2.10868 0.29155
C -1.79554 0.56815 -1.01071
C -2.35982 -0.90233 1.12892
H 3.60959 -1.62609 0.26692
H 2.73143 -1.95475 -1.19272
H 2.00445 -2.27016 0.37687
H 2.62741 0.52194 -0.56294
H 2.03362 0.16635 0.95702
H 0.31702 -0.94962 -1.36323
H -0.85332 2.20196 1.01574
H -0.25702 2.95026 -0.46477
H 0.95175 2.05279 0.64733
H -1.67844 0.59849 -2.07714
H -2.45385 1.41629 -0.68899
H -1.42129 -0.40169 1.41180
H -3.21552 -0.49334 1.68073
H -2.25297 -1.92542 1.49010
S -2.59217 -1.00963 -0.59392
*
```

Kohn-Sham gap	9.3	eV


Entry 4:
ORCA calculation (the ωB97M-V functional and the def2-TZVPD basis) on one molecule with the formula C7H14S.

Geometry as ORCA input:
```
! wB97M-V def2-TZVPD RIJCOSX def2/J DEFGRID3
* xyz 0 1
C -1.72292 -0.21421 -2.26429
C -0.60095 -0.33718 -1.21036
C 0.23946 0.92412 -1.08297
C 1.14918 -0.75863 0.93150
C -0.29834 -0.69903 1.39378
C -0.61298 0.53204 2.29176
C -1.22737 -0.79500 0.14360
H -2.41804 0.60990 -2.05859
H -2.30077 -1.14636 -2.30078
H -1.31613 0.00798 -3.25426
H 0.10143 -1.09283 -1.58468
H -0.32178 1.74305 -0.63374
H 0.56559 1.29949 -2.06530
H 1.26416 -1.66017 0.30352
H 1.83668 -0.90674 1.79165
H -0.54023 -1.55545 2.06079
H 0.22914 0.67451 2.96701
H -0.72744 1.41166 1.65941
H -1.54948 0.39930 2.86719
H -1.65475 -1.80748 0.04813
H -2.22953 -0.34678 0.33540
S 1.71904 0.65358 -0.08462
*
```

Kohn-Sham gap	9.3	eV


Entry 5:
ORCA calculation (the ωB97M-V functional and the def2-TZVPD basis) on C7H15AlO4 as an isolated structure.

Geometry as ORCA input:
```
! wB97M-V def2-TZVPD RIJCOSX def2/J DEFGRID3
* xyz 1 2
C 2.00122 2.06542 0.31263
O 1.47354 0.89850 0.84573
C 0.95753 0.85519 2.20890
H 1.40060 2.15442 -0.75894
H 3.10160 2.03864 0.35548
H 0.09531 1.54651 2.26764
H 1.77097 1.18498 2.88044
Al 0.81094 -0.81375 1.42600
C -0.33069 2.29043 -1.75717
O -0.27161 0.94587 -1.95645
C -1.42772 0.20637 -1.61730
C -1.48594 -0.14297 -0.14393
O -0.47204 -1.06607 0.22549
C -0.81427 -2.45638 0.15831
C 0.46268 -3.24005 0.45363
O 1.13352 -2.72875 1.55474
H -1.20732 2.73419 -2.24940
H 0.30691 3.17175 -1.69245
H -1.40557 -0.70573 -2.22755
H -2.33554 0.77149 -1.88578
H -1.33369 0.75639 0.46908
H -2.47301 -0.56181 0.10201
H -1.21751 -2.69978 -0.83616
H -1.58712 -2.65093 0.92067
H 0.16324 -4.29735 0.59543
H 1.09545 -3.21397 -0.45820
H 1.58854 2.95742 0.80713
*
```

expectation value of S²	0.75
Kohn-Sham gap (alpha / beta)	8.5 / 10.7	eV


Entry 6:
ORCA calculation (the ωB97M-V functional and the def2-TZVPD basis) on C7H15AsN2O4Tc as an isolated structure.

Geometry as ORCA input:
```
! wB97M-V def2-TZVPD RIJCOSX def2/J DEFGRID3
* xyz 2 4
Tc 1.37262 0.00391 -0.09280
N 3.38030 0.53112 0.55973
C 3.65584 -0.18810 1.84443
C 2.36571 -0.19955 2.63320
O 2.27032 -0.15660 3.81594
N 1.21395 -0.24581 1.78454
C -0.01223 0.33982 2.31861
C -0.40619 1.50668 1.41559
O -1.30406 2.25382 1.56340
O 0.38824 1.55821 0.26247
H 3.42839 1.53867 0.72430
H 4.12150 0.33605 -0.11442
H 3.96814 -1.21002 1.62504
H 4.43886 0.29722 2.42293
H -0.83204 -0.37900 2.32708
H 0.13902 0.67778 3.34528
C -1.71414 -1.58341 -3.30613
As -1.63987 -0.50996 -1.74223
C -2.82643 -1.13277 -0.39417
C -1.86669 1.34605 -2.09858
O -0.00438 -0.76666 -1.13259
H -2.71255 -1.49737 -3.73599
H -1.51673 -2.61726 -3.02873
H -0.97316 -1.22957 -4.02044
H -3.83587 -1.12151 -0.80742
H -2.78602 -0.47052 0.46758
H -2.55372 -2.15015 -0.11902
H -2.86176 1.48185 -2.52500
H -1.11415 1.66875 -2.81637
H -1.78290 1.91830 -1.17621
*
```

expectation value of S²	3.77
Kohn-Sham gap (alpha / beta)	8.1 / 8.2	eV


Ordered strongest force on any atom results: 4.95 3.28 3.01 1.31 4.07 0.14; unit eV Å⁻¹.